No. 1
Density functional theory data (ωB97M-V with the def2-TZVPD basis set) for a structure of composition C22H22BaCl5N6O6S2.

Geometry as XYZ:
```
64
Properties=species:S:1:pos:R:3:forces:R:3:lowdin_charge:R:1
H -0.1961 -1.7560 -2.5384 -0.385 -0.129 -0.243 0.12
H 0.2903 -4.9699 0.9541 -0.307 -0.236 0.080 0.05
Cl -0.9019 -1.6836 1.0872 -0.279 -0.706 -0.385 0.67
C 1.5000 -3.0767 -2.3951 0.898 -0.964 -1.271 -0.20
C -5.4590 -1.6980 1.2095 0.781 0.062 0.568 -0.70
C -2.9636 4.5121 -1.2251 -0.891 -0.314 0.176 -0.63
H 3.4540 4.9196 1.3738 0.114 -0.013 -0.262 0.08
H -0.2821 -0.8761 3.4650 0.332 0.222 0.236 0.04
C -3.3648 -2.9936 1.2215 -0.135 0.322 -0.367 -0.67
C -3.2991 -0.5093 1.2134 0.079 -0.799 -0.315 -0.26
C 2.7839 -0.3965 -1.4137 1.400 1.340 -0.743 -0.49
Ba -1.4575 1.8911 -0.1379 -0.091 -0.718 0.380 1.82
H 1.1244 -3.6440 -3.2710 0.147 -0.314 0.641 0.12
C -2.6958 -1.7601 1.1273 -0.346 0.488 0.727 -0.67
H 1.1839 -1.3992 -3.6415 -0.380 -0.117 0.679 0.14
N 2.5586 -3.0828 2.2145 -1.141 0.273 -0.070 0.13
C -0.1727 0.2037 3.6168 -1.332 -0.287 -1.406 -0.11
H 2.8538 -2.0132 -0.3703 -0.142 -0.495 0.224 0.01
H 3.0197 -3.7685 2.7474 0.794 -0.521 0.995 0.07
C 0.8841 -1.7258 -2.6163 0.624 1.077 0.298 -0.15
H 0.1901 -3.9402 -1.0188 0.194 0.129 0.750 0.11
S 2.5377 0.4068 2.9861 -0.956 -0.236 -0.245 1.04
C 1.8743 2.3153 1.4587 3.003 0.051 0.400 -0.34
H 1.6543 -4.8879 -1.2053 0.106 -0.191 -0.261 0.11
C -4.6994 -0.5151 1.2695 0.842 -0.360 -0.474 -0.73
Cl -5.3728 1.1044 1.2974 -0.643 -0.453 0.027 0.63
H 0.5829 5.1687 -3.0688 0.577 -0.352 -0.715 0.08
H 1.4146 1.3476 -2.1580 0.679 0.522 -0.187 0.05
H 2.5735 -2.9572 -2.6213 -0.125 -0.245 0.345 0.12
H 4.0162 1.8605 1.7246 0.161 -0.029 -0.239 0.08
H 0.8729 -0.9260 -0.6724 -0.107 -0.022 0.654 0.06
N 0.7082 1.7998 1.8747 -1.758 -0.522 0.969 -0.01
N 2.0259 -3.2406 0.0027 -1.981 -1.353 1.139 0.03
N 0.9133 3.6230 -0.2637 0.049 -0.561 -0.243 -0.01
O 3.3686 0.5707 -1.9075 -0.918 -1.220 0.618 0.06
H -1.1478 0.6139 3.3291 0.027 -0.004 0.270 0.08
C -2.9657 3.5203 -2.4894 0.361 1.497 -1.196 -0.62
C -4.7676 -2.9406 1.2740 -0.224 0.178 -0.269 -0.69
O -3.6288 3.7962 -3.4920 0.240 -0.603 1.244 0.02
C 1.2880 -0.6188 -1.6159 -0.007 0.552 -1.034 -0.32
Cl -2.5491 -4.5682 1.1377 -0.287 0.794 0.131 0.60
Cl -7.1892 -1.6791 1.1553 0.153 0.095 0.038 0.64
H 0.0469 0.4429 4.6323 0.137 0.140 0.748 0.07
C 1.7947 -3.6827 1.2165 1.695 1.430 -1.071 -0.52
S 2.2714 5.7236 -0.6158 -0.301 -0.023 -0.245 1.07
C 0.9807 4.6405 -1.0600 1.027 -0.585 1.107 -0.62
H 3.1263 -2.2927 1.9344 -0.043 -0.372 -0.193 0.06
H 0.8725 -4.9180 2.5727 -0.252 0.159 0.575 0.10
C 0.1139 4.7616 -2.1965 -2.183 -0.659 -0.857 -0.07
N 0.9891 -4.6923 1.6151 0.454 0.184 -1.320 0.18
O -2.0133 2.6423 -2.4339 -0.525 -0.620 0.164 -0.38
H 0.1448 0.6016 -2.9145 0.686 -0.023 0.939 0.10
Cl -5.6955 -4.4233 1.3688 0.327 0.427 -0.067 0.61
C 1.9254 3.5733 0.6852 -2.154 -0.909 -1.069 -0.32
O -3.1559 5.6987 -1.4691 0.360 -0.579 0.556 0.02
O -2.7495 3.9448 -0.0588 -0.064 0.795 -1.327 -0.38
N 0.7077 0.6580 -2.0410 -1.781 -0.616 -0.209 0.01
C 0.8277 0.8097 2.7130 2.020 0.211 0.231 -0.60
H -0.6152 5.5218 -2.0015 -0.773 0.628 0.392 0.08
H -0.5534 3.8134 -2.3487 1.640 1.542 -0.114 0.09
C 2.6949 4.6625 0.6465 1.472 0.391 1.281 -0.38
C 1.2926 -3.8669 -1.0928 -0.442 0.736 -0.788 -0.22
O 3.4468 -1.2528 -0.6589 0.175 0.614 -0.297 0.08
C 2.9869 1.6074 1.8890 -0.602 1.286 -0.100 -0.35
```
Forces are in eV/Å.

E_LUMO in eV: 1.67
HOMO level in eV: -4.91
Total energy in eV: -129378.736
Net charge: -1

***

No. 2
Density functional theory data (ωB97M-V with the def2-TZVPD basis set) for a structure of composition C22H22CaN6O3PTe.

Geometry as XYZ:
```
56
Properties=species:S:1:pos:R:3:forces:R:3:lowdin_charge:R:1
O -0.1156 -2.6767 0.5995 0.069 0.190 0.020 -0.54
H -2.1415 4.2185 0.0759 0.015 0.011 -0.005 0.11
C -1.1205 2.3342 -0.0123 0.039 0.007 -0.008 -0.18
N -2.1885 0.1734 -0.1486 0.141 -0.078 -0.078 0.02
C 2.4487 1.6062 -0.2247 0.052 -0.028 0.003 -0.18
H 2.2675 -3.4760 2.0126 0.001 -0.002 0.017 0.07
O -1.2593 -4.7680 -0.0875 -0.003 0.108 -0.029 -0.28
H -5.3958 -0.7129 0.2029 0.015 -0.026 -0.005 0.12
N -0.1195 8.7431 -0.0864 0.003 -0.024 0.004 0.08
N 2.3453 0.2969 -0.4816 -0.124 -0.068 -0.035 0.02
H 5.6203 -0.3970 -0.5331 -0.014 -0.026 -0.001 0.12
N 4.8243 1.4666 -0.1536 0.031 -0.039 -0.007 0.11
N -4.6868 1.2142 0.3788 -0.042 -0.037 0.000 0.11
C 1.1862 3.7760 -0.1222 0.051 0.029 -0.057 0.06
H -1.9170 8.5820 -1.0679 0.003 0.002 0.001 0.11
C -3.2594 -0.6103 -0.0973 0.014 -0.007 0.013 -0.07
H 1.8574 -6.2982 0.8988 -0.023 -0.002 -0.030 0.12
C -1.1022 8.0247 -0.6208 0.035 0.008 0.018 -0.12
C 3.7071 2.1734 -0.0487 -0.003 0.012 0.011 -0.05
H -3.7799 3.0414 0.5251 0.023 -0.001 -0.005 0.12
H -2.9224 -7.5185 -0.9951 -0.022 -0.003 0.010 0.09
C -3.6124 1.9907 0.3283 0.013 0.017 0.014 -0.05
C 1.1835 2.3907 -0.1362 -0.051 0.021 -0.005 -0.18
H -3.1078 -1.6705 -0.2628 -0.008 0.000 -0.003 0.12
C 3.4621 -0.4150 -0.5932 -0.012 -0.025 0.001 -0.08
H 3.5163 -4.4525 1.2088 0.003 -0.005 0.009 0.08
H -1.9401 6.1234 -1.1130 0.013 -0.021 0.014 0.11
C -0.0546 5.9477 -0.0632 -0.005 0.036 0.002 -0.17
C -0.0187 4.4687 -0.0555 0.002 -0.085 -0.004 -0.11
C 0.8949 8.0800 0.4602 -0.038 0.009 -0.022 -0.12
N 0.0472 1.6847 -0.0945 0.011 -0.047 0.013 0.06
C 4.7076 0.1761 -0.4354 0.020 0.104 0.012 -0.08
Te -0.0045 -2.9815 -2.6375 0.010 -0.057 -0.076 0.45
H -3.5966 -5.9147 -0.6706 -0.002 -0.006 -0.003 0.08
H 1.8201 6.2281 0.9832 -0.012 -0.025 -0.015 0.11
C -2.7708 -6.5890 -0.4468 0.057 0.047 0.001 -0.07
H -2.7760 -6.8080 0.6204 -0.008 -0.016 -0.005 0.08
H 3.8307 3.2197 0.1975 -0.022 0.000 -0.006 0.12
C 2.6087 -4.4914 1.8114 -0.028 -0.001 -0.064 -0.07
H 2.8455 -4.9738 2.7601 0.006 0.013 0.008 0.08
C -1.4541 -5.9768 -0.8584 -0.084 -0.118 -0.022 -0.28
C -1.1878 3.7177 0.0060 -0.049 0.036 0.053 0.06
O 1.2692 -4.6897 -0.2063 -0.072 0.042 0.000 -0.30
C 0.9759 6.6959 0.4935 0.030 0.023 0.077 -0.01
H -1.4499 -5.7224 -1.9207 0.020 0.023 0.004 0.09
H 2.1125 4.3229 -0.2135 -0.013 0.007 0.009 0.12
H 0.6150 -5.3102 1.6823 -0.021 -0.009 -0.031 0.12
Ca 0.0840 -0.7674 -0.5574 -0.108 0.104 0.181 1.12
C -2.3456 1.4858 0.0556 -0.038 -0.039 0.009 -0.18
C -4.5170 -0.0828 0.1634 -0.016 0.093 0.015 -0.08
C -1.1190 6.6380 -0.6311 -0.028 0.020 -0.074 -0.01
H -0.6234 -6.6566 -0.6604 0.025 0.033 0.003 0.12
H 1.6830 8.6818 0.8972 -0.003 0.002 0.001 0.11
H 3.3605 -1.4711 -0.8161 -0.001 0.002 0.001 0.12
P -0.0367 -3.8072 -0.4052 0.060 -0.200 -0.058 0.02
C 1.5344 -5.2774 1.0952 0.091 -0.004 0.123 -0.26
```
Forces are in eV/Å.

E_LUMO in eV: -4.08
HOMO level in eV: -10.57
Total energy in eV: -73275.847
Net charge: +1

***

Gap between HOMO and LUMO: 6.589, 6.489 (eV)